Below is C14H20LiO10S as an isolated structure in a non-equilibrium geometry, with properties calculated with ωB97M-V with the def2-TZVPD basis set.

LUMO, eV: 1.85
Largest force on an atom, Eh/bohr: 0.149
HOMO-LUMO gap, eV: 5.3
Net charge: -1
2S+1: 1
Electronic energy, Ha: -1703.53725
Energy relative to the best compared isomer or geometry (same formula, charge and spin), kcal per mole: 30.9

```
46
Properties=species:S:1:pos:R:3:nbo_charge:R:1
Li -0.823 0.640 1.005 0.90
S -2.712 -1.821 0.149 2.62
O -1.617 -0.777 0.066 -1.24
O -2.340 -3.087 -0.306 -1.07
O -3.067 -1.915 1.593 -1.13
O -3.844 -1.383 -0.672 -1.09
C -2.257 1.711 3.534 -0.24
O -2.474 1.240 2.223 -0.76
H -2.663 2.859 3.492 0.13
H -1.223 1.730 3.617 0.16
H -2.661 1.277 4.465 0.19
H -3.297 0.640 2.244 0.53
C 0.255 3.282 -0.313 -0.26
O -0.841 2.553 0.129 -0.71
H -0.230 3.995 -0.953 0.16
H 0.823 2.672 -0.941 0.19
H 0.884 3.899 0.280 0.16
H -1.432 3.310 0.093 0.49
C -0.826 0.103 -4.674 -0.25
C -0.614 -0.393 -3.448 -0.26
C 0.472 0.061 -2.608 0.32
C 1.360 0.917 -3.198 -0.30
C 0.976 1.559 -4.438 -0.27
C -0.122 1.242 -5.206 0.25
O -0.393 1.807 -6.342 -0.68
O 0.766 -0.536 -1.499 -0.69
H -1.648 -0.178 -5.322 0.19
H -1.397 -1.186 -3.082 0.27
H 2.068 1.249 -2.625 0.18
H 1.683 2.119 -4.834 0.19
H -1.341 1.896 -6.512 0.48
H 0.013 -0.924 -1.101 0.53
C 3.239 -2.595 2.616 -0.26
C 3.017 -1.254 2.149 -0.26
C 1.766 -0.828 1.863 0.26
C 0.658 -1.521 2.344 -0.18
C 0.865 -2.876 2.800 -0.22
C 2.093 -3.318 2.924 0.25
O 2.289 -4.479 3.715 -0.69
O 1.459 0.448 1.466 -0.71
H 4.270 -2.976 2.918 0.20
H 3.743 -0.659 2.072 0.18
H -0.250 -1.199 2.292 0.22
H -0.040 -3.497 3.235 0.26
H 3.140 -4.627 3.857 0.46
H 2.292 0.815 0.938 0.49
```



Below is a 2-piece molecular cluster, C14H20N2O overall in a non-equilibrium geometry, with properties calculated with ωB97M-V with the def2-TZVPD basis set.

LUMO (spin up / spin down), eV: -3.68 / -7.03
Largest force on an atom, Eh/bohr: 0.069
HOMO-LUMO gap (spin up / spin down), eV: 7.6 / 4.2
Net charge: +1
2S+1: 2
Electronic energy, Ha: -729.90526
⟨S²⟩: 0.77
Energy relative to the best compared isomer or geometry (same formula, charge and spin), kcal per mole: 24.1

```
37
Properties=species:S:1:pos:R:3:nbo_charge:R:1
C -2.604 -2.498 -0.936 -0.68
C -2.577 0.085 -0.485 -0.08
C -2.251 -1.097 -1.214 0.11
C -1.986 1.147 -1.201 0.14
C -1.238 -0.731 -2.111 0.12
C -3.348 0.381 0.638 -0.10
C -3.441 1.691 1.096 -0.22
C -2.695 2.678 0.464 -0.10
C -2.087 2.440 -0.772 -0.20
N -1.104 0.595 -2.169 -0.45
H -3.828 -0.374 1.245 0.24
H -3.980 1.889 2.007 0.25
H -2.609 3.643 0.945 0.24
H -2.476 -2.652 0.138 0.26
H -1.942 -3.208 -1.408 0.25
H -0.648 -1.323 -2.796 0.25
H -0.770 1.027 -3.019 0.45
H -1.560 3.277 -1.213 0.25
H -3.640 -2.824 -1.053 0.27
C 2.953 0.741 0.112 -0.23
C 1.563 1.351 0.224 -0.64
C 3.242 0.156 2.542 -0.41
C 3.722 -2.060 -0.439 -0.73
C 3.069 -1.592 0.843 0.66
O 2.799 -2.403 1.713 -0.61
N 3.181 -0.263 1.142 -0.44
H 3.258 0.449 -0.896 0.22
H 3.815 1.430 0.221 0.20
H 1.070 1.308 1.166 0.23
H 0.946 0.707 -0.428 0.18
H 3.605 -0.712 3.064 0.25
H 3.186 -2.305 -1.359 0.23
H 4.361 -2.923 -0.242 0.26
H 1.585 2.193 -0.451 0.22
H 3.873 1.045 2.524 0.20
H 2.282 0.457 2.942 0.18
H 4.474 -1.355 -0.818 0.22
```



Below is C14H20N2SSe3TeW as an isolated structure in a non-equilibrium geometry, with properties calculated with ωB97M-V with the def2-TZVPD basis set.

LUMO, eV: -8.33
Largest force on an atom, Eh/bohr: 0.041
HOMO-LUMO gap, eV: 6.3
Net charge: +2
2S+1: 1
Electronic energy, Ha: -8592.01630

```
42
Properties=species:S:1:pos:R:3:nbo_charge:R:1
W -0.253 -1.963 0.027 0.33
Se -1.077 -2.422 2.379 0.04
Se -1.120 -4.203 0.864 0.28
Te -2.655 -3.258 -0.992 0.58
Se -0.725 -2.315 -2.369 0.06
C -4.493 1.243 -1.015 -0.42
N -3.206 1.683 -1.520 -0.35
C -3.085 2.715 -2.562 -0.22
C -1.569 2.786 -2.821 -0.23
N -1.058 1.737 -1.931 -0.56
C -2.026 1.192 -1.201 0.38
S -1.810 0.050 0.078 -0.10
H -5.246 1.408 -1.783 0.24
H -4.780 1.793 -0.118 0.23
H -4.456 0.182 -0.779 0.23
H -3.487 3.660 -2.198 0.24
H -3.654 2.420 -3.444 0.23
H -1.151 3.752 -2.538 0.23
H -1.303 2.587 -3.858 0.23
H -0.102 1.439 -1.928 0.43
C 2.881 -2.722 2.031 -0.60
C 2.507 -1.830 0.840 -0.16
C 3.804 -1.385 0.137 -0.60
C 1.600 -2.602 -0.080 -0.31
C 1.710 -0.579 1.266 -0.09
C 1.456 0.401 0.279 -0.16
C 1.041 1.677 0.650 -0.23
C 0.775 1.975 1.973 -0.14
C 0.950 0.999 2.948 -0.18
C 1.429 -0.250 2.604 -0.18
H 3.475 -3.564 1.677 0.24
H 2.004 -3.122 2.544 0.22
H 3.489 -2.162 2.742 0.24
H 4.450 -2.250 -0.018 0.24
H 4.335 -0.667 0.762 0.24
H 3.612 -0.938 -0.838 0.21
H 2.098 -3.411 -0.613 0.25
H 1.791 0.230 -0.738 0.22
H 0.964 2.461 -0.090 0.23
H 0.480 2.978 2.254 0.24
H 0.767 1.238 3.988 0.25
H 1.639 -0.961 3.392 0.25
```



Below is one molecule with the formula C14H20N4O6 in a non-equilibrium geometry, with properties calculated with ωB97M-V with the def2-TZVPD basis set.

LUMO, eV: -0.71
Largest force on an atom, Eh/bohr: 0.028
HOMO-LUMO gap, eV: 7.7
2S+1: 1
Electronic energy, Ha: -1215.71189
SMILES: O=[N+]([O-])c1ccc(N2CCN(CCOCCO)CC2)c([N+](=O)[O-])c1
Energy relative to the best compared isomer or geometry (same formula, charge and spin), kcal per mole: 114.9

```
44
Properties=species:S:1:pos:R:3:nbo_charge:R:1
O 0.821 -0.244 -7.339 -0.39
N 1.242 -1.042 -6.523 0.53
O 1.900 -2.026 -6.793 -0.38
C 0.935 -0.802 -5.148 -0.05
C 0.153 0.300 -4.785 -0.13
C -0.174 0.514 -3.474 -0.27
C 0.254 -0.357 -2.443 0.25
N -0.208 -0.225 -1.181 -0.40
C -0.691 1.029 -0.647 -0.23
C -0.034 1.247 0.732 -0.23
N -0.300 0.180 1.666 -0.46
C -1.630 0.157 2.248 -0.25
C -1.601 -0.271 3.730 -0.07
O -1.533 0.809 4.637 -0.55
C -0.258 1.154 5.141 -0.09
C 0.546 1.988 4.139 -0.10
O -0.234 3.060 3.655 -0.73
C 0.133 -1.082 1.103 -0.23
C -0.484 -1.329 -0.285 -0.23
C 1.139 -1.401 -2.835 0.00
N 1.907 -2.154 -1.883 0.51
O 2.282 -1.572 -0.883 -0.39
O 2.190 -3.300 -2.160 -0.37
C 1.437 -1.639 -4.166 -0.13
H -0.209 0.956 -5.562 0.25
H -0.821 1.341 -3.233 0.23
H -0.407 1.855 -1.296 0.22
H -1.784 1.006 -0.544 0.19
H -0.364 2.197 1.155 0.23
H 1.050 1.292 0.587 0.21
H -2.064 1.157 2.197 0.21
H -2.305 -0.526 1.712 0.18
H -0.771 -0.966 3.899 0.17
H -2.542 -0.780 3.967 0.19
H 0.308 0.260 5.429 0.17
H -0.470 1.749 6.034 0.19
H 1.430 2.409 4.624 0.18
H 0.860 1.351 3.303 0.18
H -1.156 2.785 3.752 0.47
H -0.144 -1.898 1.772 0.20
H 1.221 -1.058 1.008 0.23
H -0.140 -2.275 -0.698 0.22
H -1.577 -1.396 -0.181 0.19
H 2.094 -2.455 -4.431 0.27
```



Below is C14H20N6OS as an isolated structure in a non-equilibrium geometry, with properties calculated with ωB97M-V with the def2-TZVPD basis set.

LUMO, eV: 0.01
Largest force on an atom, Eh/bohr: 0.327
HOMO-LUMO gap, eV: 8.0
2S+1: 1
Electronic energy, Ha: -1346.97628
Energy relative to the best compared isomer or geometry (same formula, charge and spin), kcal per mole: 335.1

```
42
Properties=species:S:1:pos:R:3:nbo_charge:R:1
C -4.551 -0.499 -3.278 -0.61
C -3.492 0.028 -2.463 0.28
C -2.167 0.108 -3.011 -0.36
C -1.137 0.537 -1.938 0.39
N 0.166 0.878 -1.948 -0.32
N 0.694 1.019 -0.758 -0.17
C -0.295 0.975 0.176 -0.14
N -1.420 0.884 -0.671 -0.36
C -2.716 0.755 -0.296 0.61
N -3.746 0.340 -1.108 -0.56
N -3.019 0.873 0.855 -0.73
H -3.970 1.043 1.139 0.42
H -2.549 1.616 1.717 0.42
S -0.098 1.414 1.608 0.49
C -0.084 -0.118 2.350 -0.73
H 0.426 -0.303 3.401 0.28
C 0.387 -1.178 1.477 0.67
O -0.255 -1.755 0.590 -0.62
N 1.776 -1.363 1.215 -0.43
C 2.757 -1.047 2.367 -0.25
H 2.338 -0.858 3.359 0.20
C 3.412 0.290 2.098 -0.42
C 3.650 0.655 0.534 -0.32
H 2.735 0.852 0.126 0.23
H 4.424 1.766 0.365 0.17
C 4.157 -0.431 -0.192 -0.45
H 4.734 0.008 -0.811 0.22
H 4.936 -1.021 0.345 0.16
C 3.185 -1.468 -0.632 -0.39
H 2.372 -0.805 -1.234 0.21
H 3.659 -2.043 -1.545 0.24
C 2.454 -2.082 0.316 -0.27
H 3.063 -2.962 0.728 0.17
H 1.569 -2.684 -0.065 0.25
H 4.222 0.594 2.764 0.21
H 2.634 1.148 2.253 0.18
H 3.585 -1.472 2.333 0.19
H -1.213 -0.790 2.564 0.25
H -1.746 -0.170 -3.895 0.23
H -5.140 0.186 -3.298 0.21
H -4.291 -0.697 -4.226 0.22
H -4.816 -1.614 -2.838 0.22
```



Q: Among the records above, which one has the highest 2S+1?
A: C14H20N2O



Q: What is the electronic energy in the second record?
A: -729.90526 Ha